# CH3N2O

An isolated ion of composition CH3N2O and charge +1 at a distorted geometry (wB97M-V/def2-TZVPD, the Open Molecules 2025 dataset).

Geometry (Å):
C  0.36  -0.32  0.18
N  0.75  -0.53  1.37
N  -0.18  0.63  -0.36
O  1.85  -0.47  1.92
H  0.08  -1.21  1.97
H  -0.55  0.66  -1.37
H  -0.38  1.43  0.16

HOMO-LUMO gap (spin up / spin down) = 0.3584 / 0.3584 hartree
total charge = +1
structure (SMILES) = [NH2+]=C=[NH+][O-]
E_HOMO (spin up / spin down) = -16.31 / -16.31 eV
calculated total energy = -224.20141 Eh
largest force on an atom = 0.12249 Eh/bohr
energy relative to the best compared isomer or geometry (same formula, charge and spin) = 91.1 kcal per mole